Entry from OMol25: a 2-piece molecular cluster, C6H12O overall (ωB97M-V/def2-TZVPD).

Last columns: bonded neighbours and bond lengths (Å).
Atoms and positions in Å:
1 C -2.093 0.420 1.301  C2 1.328, H9 1.086, H10 1.088
2 C -2.072 1.325 0.331  C1 1.328, H11 1.085, H12 1.086
3 C 0.342 0.101 -1.352  C4 1.331, C5 1.504, H13 1.092
4 C 1.157 1.139 -1.174  C3 1.331, H14 1.086, H15 1.089
5 C 0.232 -1.118 -0.476  C3 1.504, C6 1.527, H8 1.098, H16 1.096
6 C 1.161 -1.173 0.734  C5 1.527, O7 1.414, H17 1.103, H18 1.094
7 O 2.525 -1.339 0.403  C6 1.414, H19 0.964
8 H -0.808 -1.220 -0.137  C5 1.098
9 H -3.014 -0.048 1.638  C1 1.086
10 H -1.180 0.104 1.803  C1 1.088
11 H -1.143 1.779 0.002  C2 1.085
12 H -2.974 1.629 -0.194  C2 1.086
13 H -0.311 0.096 -2.226  C3 1.092
14 H 1.220 1.944 -1.899  C4 1.086
15 H 1.781 1.238 -0.287  C4 1.089
16 H 0.446 -1.988 -1.107  C5 1.096
17 H 1.015 -0.289 1.378  C6 1.103
18 H 0.900 -2.051 1.333  C6 1.094
19 H 2.817 -0.550 -0.070  O7 0.964

Its energy relative to the best compared isomer or geometry (same formula, charge and spin) is 215.1 kJ/mol. As for the structure (SMILES): C=CCCO.C=C. The total energy comes out at -8462.124 eV.


Entry from OMol25: one molecule with the formula C6H12O (ωB97M-V/def2-TZVPD).

Last columns: bonded neighbours and bond lengths (Å).
Atoms and positions in Å:
1 C 1.657 -1.079 -0.893  C2 1.517, H8 1.093, H9 1.092, H10 1.096
2 C 1.012 -1.114 0.479  C1 1.517, O3 1.214, C7 1.519
3 O 1.704 -1.110 1.477  C2 1.214
4 C 0.149 1.861 0.184  C5 1.529, H11 1.094, H12 1.095, H13 1.097
5 C -1.241 1.229 0.259  C4 1.529, C6 1.533, H14 1.098, H15 1.097
6 C -1.333 -0.223 -0.223  C5 1.533, C7 1.535, H16 1.098, H17 1.097
7 C -0.500 -1.238 0.571  C2 1.519, C6 1.535, H18 1.100, H19 1.095
8 H 2.543 -0.440 -0.857  C1 1.093
9 H 0.991 -0.742 -1.690  C1 1.092
10 H 1.990 -2.093 -1.139  C1 1.096
11 H 0.853 1.393 0.879  C4 1.094
12 H 0.102 2.924 0.444  C4 1.095
13 H 0.571 1.787 -0.826  C4 1.097
14 H -1.611 1.288 1.291  C5 1.098
15 H -1.932 1.826 -0.351  C5 1.097
16 H -1.070 -0.275 -1.287  C6 1.098
17 H -2.382 -0.539 -0.162  C6 1.097
18 H -0.747 -2.248 0.209  C7 1.100
19 H -0.755 -1.208 1.635  C7 1.095

Its energy relative to the best compared isomer or geometry (same formula, charge and spin) is 18.5 kJ/mol. As for the structure (SMILES): CCCCC(C)=O. The total energy comes out at -8464.162 eV.


Entry from OMol25: one molecule with the formula C6H12O (ωB97M-V/def2-TZVPD).

Last columns: bonded neighbours and bond lengths (Å).
Atoms and positions in Å:
1 C 1.030 -1.936 -1.390  C2 1.531, H8 1.090, H9 1.093, H10 1.092
2 C 0.670 -0.453 -1.263  C1 1.531, C3 1.560, H11 1.106, H12 1.101
3 C 0.047 -0.189 0.142  C2 1.560, C4 1.546, C6 1.510, H13 1.091
4 C -0.051 1.328 0.426  C3 1.546, C5 1.550, H14 1.098, H15 1.092
5 C -0.638 1.908 1.737  C4 1.550, H16 1.088, H17 1.083, H18 1.080
6 C -1.325 -0.814 0.239  C3 1.510, O7 1.209, H19 1.111
7 O -1.578 -1.915 0.670  C6 1.209
8 H 1.219 -2.261 -2.413  C1 1.090
9 H 1.931 -2.154 -0.812  C1 1.093
10 H 0.224 -2.558 -0.995  C1 1.092
11 H 1.573 0.176 -1.368  C2 1.106
12 H -0.021 -0.146 -2.064  C2 1.101
13 H 0.675 -0.740 0.844  C3 1.091
14 H -0.624 1.724 -0.423  C4 1.098
15 H 0.958 1.731 0.314  C4 1.092
16 H 0.113 2.215 2.463  C5 1.088
17 H -1.342 1.290 2.281  C5 1.083
18 H -1.176 2.815 1.508  C5 1.080
19 H -2.131 -0.164 -0.162  C6 1.111

Its energy relative to the best compared isomer or geometry (same formula, charge and spin) is 64.6 kJ/mol. As for the structure (SMILES): CCC(C=O)CC. The total energy comes out at -8463.684 eV.


Entry from OMol25: one molecule with the formula C6H12O (ωB97M-V/def2-TZVPD).

Last columns: bonded neighbours and bond lengths (Å).
Atoms and positions in Å:
1 C 0.618 1.432 -0.168  C5 1.534, H8 1.097, H9 1.094, H10 1.091
2 C 1.336 -0.962 0.535  C3 1.502, O4 1.310
3 C 1.824 -2.185 -0.188  C2 1.502, H11 1.104, H12 1.094, H13 1.081
4 O 0.060 -0.902 0.247  C2 1.310, C5 1.453
5 C -0.504 0.432 0.141  C1 1.534, O4 1.453, C6 1.515, C7 1.527
6 C -1.225 0.817 1.417  C5 1.515, H14 1.093, H15 1.095, H16 1.095
7 C -1.455 0.254 -1.040  C5 1.527, H17 1.097, H18 1.095, H19 1.092
8 H 1.267 1.092 -0.985  C1 1.097
9 H 1.260 1.604 0.701  C1 1.094
10 H 0.167 2.375 -0.480  C1 1.091
11 H 1.874 -1.855 -1.241  C3 1.104
12 H 1.211 -3.092 -0.206  C3 1.094
13 H 2.833 -2.426 0.115  C3 1.081
14 H -1.610 1.832 1.289  C6 1.093
15 H -2.068 0.151 1.633  C6 1.095
16 H -0.528 0.817 2.261  C6 1.095
17 H -2.266 -0.448 -0.808  C7 1.097
18 H -0.906 -0.150 -1.897  C7 1.095
19 H -1.890 1.214 -1.326  C7 1.092

Its energy relative to the best compared isomer or geometry (same formula, charge and spin) is 283.5 kJ/mol. The total energy comes out at -8461.416 eV.


Entry from OMol25: one molecule with the formula C6H12O (ωB97M-V/def2-TZVPD).

Last columns: bonded neighbours and bond lengths (Å).
Atoms and positions in Å:
1 C -0.326 -2.026 -0.457  C2 1.515, H8 1.095, H9 1.096, H10 1.094
2 C -0.361 -0.939 0.597  C1 1.515, O3 1.432, C5 1.564, H11 1.100
3 O 0.755 -1.016 1.490  C2 1.432, C4 1.426
4 C 1.294 0.212 1.007  O3 1.426, C5 1.559, H12 1.103, H13 1.097
5 C 0.030 0.506 0.143  C2 1.564, C4 1.559, C6 1.551, C7 1.527
6 C -0.976 1.617 0.542  C5 1.551, H14 1.103, H15 1.095, H16 1.098
7 C 0.376 0.692 -1.333  C5 1.527, H17 1.096, H18 1.100, H19 1.096
8 H -0.435 -3.020 -0.010  C1 1.095
9 H -1.141 -1.873 -1.173  C1 1.096
10 H 0.629 -2.006 -0.990  C1 1.094
11 H -1.285 -1.024 1.189  C2 1.100
12 H 2.182 0.009 0.386  C4 1.103
13 H 1.601 0.858 1.840  C4 1.097
14 H -1.941 1.219 0.898  C6 1.103
15 H -1.208 2.195 -0.358  C6 1.095
16 H -0.572 2.334 1.269  C6 1.098
17 H -0.535 0.600 -1.936  C7 1.096
18 H 1.147 -0.006 -1.693  C7 1.100
19 H 0.731 1.720 -1.471  C7 1.096

Its energy relative to the best compared isomer or geometry (same formula, charge and spin) is 127.9 kJ/mol. As for the structure (SMILES): C[C@H]1OCC1(C)C. The total energy comes out at -8463.029 eV.


Entry from OMol25: a 2-piece molecular cluster, C6H12O overall in a non-equilibrium geometry (ωB97M-V/def2-TZVPD).

Last columns: bonded neighbours and bond lengths (Å).
Atoms and positions in Å:
1 C -1.540 -1.014 0.681  C2 1.513, H7 1.036, H8 1.118, H9 1.093
2 C -0.767 -0.218 -0.348  C1 1.513, C3 1.345, C4 1.556
3 C -0.532 1.092 -0.152  C2 1.345, H10 1.031, H11 1.125
4 C 0.063 -0.957 -1.438  C2 1.556, C5 1.474, H12 1.081, H13 1.049
5 C 0.423 -2.304 -0.960  C4 1.474, C6 1.392, H14 1.068
6 C 1.668 -2.887 -1.180  C5 1.392, H15 1.058, H16 1.129
7 H -0.924 -1.623 1.249  C1 1.036
8 H -1.950 -0.308 1.444  C1 1.118
9 H -2.203 -1.687 0.130  C1 1.093
10 H -0.536 1.489 0.800  C3 1.031
11 H 0.012 1.787 -0.848  C3 1.125
12 H 0.836 -0.238 -1.670  C4 1.081
13 H -0.472 -1.142 -2.320  C4 1.049
14 H -0.345 -2.943 -0.583  C5 1.068
15 H 2.490 -2.222 -1.216  C6 1.058
16 H 1.733 -4.014 -1.189  C6 1.129
17 H 0.028 5.809 2.100  O19 0.944
18 H 1.363 5.367 2.724  O19 0.960
19 O 0.653 6.012 2.776  H17 0.944, H18 0.960

Its energy relative to the best compared isomer or geometry (same formula, charge and spin) is 287.8 kJ/mol. As for the structure (SMILES): C=CCC(=C)C.O. The total energy comes out at -8461.371 eV.


Entry from OMol25: one molecule with the formula C6H12O (ωB97M-V/def2-TZVPD).

Last columns: bonded neighbours and bond lengths (Å).
Atoms and positions in Å:
1 C -2.387 0.551 -0.300  C2 1.511, H8 1.096, H9 1.094, H10 1.097
2 C -1.749 -0.488 0.591  C1 1.511, C3 1.499, C7 1.508, H11 1.088
3 C -0.332 -0.937 0.393  C2 1.499, O4 1.391, C7 1.503, H12 1.092
4 O 0.410 -0.426 -0.667  C3 1.391, C5 1.418
5 C 1.626 0.194 -0.284  O4 1.418, C6 1.516, H13 1.101, H14 1.100
6 C 2.543 0.218 -1.491  C5 1.516, H15 1.096, H16 1.096, H17 1.095
7 C -0.680 -0.071 1.570  C2 1.508, C3 1.503, H18 1.087, H19 1.086
8 H -2.872 0.086 -1.166  C1 1.096
9 H -1.642 1.259 -0.677  C1 1.094
10 H -3.149 1.113 0.254  C1 1.097
11 H -2.427 -1.270 0.928  C2 1.088
12 H -0.127 -1.992 0.591  C3 1.092
13 H 1.423 1.219 0.066  C5 1.101
14 H 2.095 -0.344 0.553  C5 1.100
15 H 2.954 -0.777 -1.694  C6 1.096
16 H 3.373 0.916 -1.333  C6 1.096
17 H 1.978 0.541 -2.372  C6 1.095
18 H -0.374 0.971 1.521  C7 1.087
19 H -0.647 -0.497 2.569  C7 1.086

Its energy relative to the best compared isomer or geometry (same formula, charge and spin) is 146.6 kJ/mol. As for the structure (SMILES): CCO[C@H]1C[C@H]1C. The total energy comes out at -8462.835 eV.


Entry from OMol25: a 2-piece molecular cluster, C6H12O overall in a non-equilibrium geometry (ωB97M-V/def2-TZVPD).

Last columns: bonded neighbours and bond lengths (Å).
Atoms and positions in Å:
1 C 1.644 1.066 0.296  C2 1.534, H8 1.094, H9 1.098, H10 1.095
2 C 0.836 -0.067 0.944  C1 1.534, C3 1.500, H11 1.097, H13 1.093
3 C -0.633 0.043 1.227  C2 1.500, C4 1.326, H12 1.088
4 C -1.365 -0.998 1.602  C3 1.326, H14 1.081, H15 1.091
5 O -1.146 -1.696 -0.910  C6 1.206
6 C -0.338 -0.947 -1.402  O5 1.206, C7 1.509, H16 1.109
7 C -0.698 0.425 -1.918  C6 1.509, H17 1.096, H18 1.093, H19 1.094
8 H 2.563 1.182 0.878  C1 1.094
9 H 1.956 0.917 -0.746  C1 1.098
10 H 1.101 2.016 0.340  C1 1.095
11 H 1.178 -1.065 0.646  C2 1.097
12 H -1.000 1.064 1.301  C3 1.088
13 H 1.002 -0.010 2.023  C2 1.093
14 H -2.401 -0.893 1.892  C4 1.081
15 H -0.957 -2.010 1.583  C4 1.091
16 H 0.708 -1.280 -1.557  C6 1.109
17 H -1.274 0.995 -1.181  C7 1.096
18 H 0.172 1.004 -2.238  C7 1.093
19 H -1.349 0.254 -2.780  C7 1.094

Its energy relative to the best compared isomer or geometry (same formula, charge and spin) is 224.7 kJ/mol. As for the structure (SMILES): C=CCC.CC=O. The total energy comes out at -8462.025 eV.


What did we get for orbital gap? Answer: 10.93; 10.47; 10.75; 9.03; 10.40; 9.69; 10.64; 9.98 eV, in the order shown.